(1)
C4H6N2O as an isolated structure, computed with ωB97M-V/def2-TZVPD.

Computed properties:
electronic energy: -9270.8716 eV
ΔE to the lowest compared entry with this formula, charge and spin: 60.66 kcal/mol
highest occupied orbital energy: -9.20 eV

```
! RIJCOSX wB97M-V def2-TZVPD def2/J DEFGRID3
* xyz 0 1
H -0.33112 -2.37508 1.03833
H -0.96275 -2.45831 -0.62455
H -0.17708 1.97949 -0.30106
O 1.66879 2.18524 0.77312
C -0.21112 -0.53508 -0.03965
N 0.31490 0.23687 0.92279
H 1.70775 1.99720 1.72135
C -0.07777 0.08681 -1.28569
N 0.57412 1.26320 -1.14158
C 0.75930 1.32445 0.26158
C -0.88691 -1.83251 0.26914
H -1.89893 -1.65880 0.65109
H -0.47920 -0.21345 -2.24486
*
```

natural (NBO) population analysis, charges in e, atoms 1 to 2: H 0.234; H 0.222

(2)
C31H39ClF5N4O4S2SiV as an isolated structure, computed with ωB97M-V/def2-TZVPD.

Computed properties:
electronic energy: -128280.2768 eV
⟨S²⟩: 3.766
ΔE to the lowest compared entry with this formula, charge and spin: 0.04 kcal/mol
highest occupied orbital energy (spin up / spin down): -4.45 / -4.26 eV

```
! RIJCOSX wB97M-V def2-TZVPD def2/J DEFGRID3
* xyz -1 4
F 4.85069 5.98025 -0.27640
C 3.60779 4.13773 0.53080
H 0.81062 -2.94009 5.93335
H -4.27303 -0.72567 1.12493
C -0.34525 4.22927 3.31747
H 0.39774 -4.34410 0.17224
C 0.54649 5.28094 3.44994
F 4.24828 4.25873 1.70109
C 2.15394 -3.13551 -0.25365
C 5.23305 -1.87773 -1.63814
C -1.35583 -3.10334 3.35889
H 1.98873 -0.47916 -3.22675
H 2.11166 -3.73157 4.14594
H 2.03850 0.44382 3.95834
H 0.91271 5.55237 4.43129
H -0.71234 4.23968 -0.04243
Si 2.43164 -1.30580 -0.88621
H 2.61509 -2.12792 -3.30942
C -2.89644 2.56445 2.42567
H -1.57983 -4.16033 3.50829
C 0.61258 -1.69234 3.68279
C 2.78743 -4.24012 -1.10390
C 0.63551 -3.35855 -0.25540
H -0.95477 -2.85445 5.92727
C 2.67261 -2.83386 4.38297
C 1.96329 -1.45713 -2.73902
V 0.78323 0.41354 0.34909
H -0.67165 3.66297 4.17908
H 4.10002 0.33852 -2.76967
Cl -3.61814 3.72630 3.43543
F 1.06976 2.18571 -1.15815
C -2.35538 0.90737 1.09744
H 5.91721 -0.21545 0.40252
S -0.14540 -0.44514 2.81883
C -2.18247 -0.37239 0.31593
H 6.23644 -1.45686 -1.79380
N -1.33212 1.74137 1.07767
H 2.29072 -4.23088 1.62152
H 4.84183 -2.17166 -2.61520
F 1.69476 3.93351 -3.08085
C 2.02213 3.12549 -0.88345
N -1.67068 2.76238 1.88466
S 2.18282 2.06425 1.63692
C 2.64195 3.14145 0.37869
C 4.33087 -0.85074 -0.94503
H -2.16729 -2.49911 3.77433
H 5.47155 0.81488 -1.75718
H 0.88530 6.13222 0.18995
C -0.35667 4.55384 0.93081
C 2.63570 -3.27946 1.18865
H 3.82792 1.24045 -1.27041
H 4.88899 -1.48397 1.07429
O -3.12716 -1.17673 0.25491
H -0.13833 -4.35681 5.45447
H 3.25370 -0.43599 3.03510
H -1.28567 -2.90028 2.29559
H 4.28578 0.17677 0.97799
F 3.59046 5.84674 -2.66606
H 2.45636 -5.22857 -0.75204
C -0.08251 -3.26804 5.40940
O -5.46689 1.33569 3.05987
H 2.49674 -4.15336 -2.15373
C 2.68110 -0.43096 3.96580
O -5.01081 -0.38370 1.74114
H 2.98291 -2.85709 5.43068
H 0.11507 -2.59427 0.32385
C 0.99061 5.96861 2.32832
C 2.31763 4.00618 -1.89856
H 2.24235 -2.46406 1.79877
O -1.05193 -0.51132 -0.22957
C 0.53381 5.60634 1.06911
C 3.91987 5.03459 -0.47456
H 3.72586 -3.26091 1.25893
C 3.27821 4.97718 -1.69239
C -3.39209 1.37364 1.94296
C -0.78547 3.87251 2.05502
N -0.08390 -2.82520 4.01943
C 4.43151 0.45962 -1.73545
H 3.56734 -2.81468 3.75899
H 0.21912 -3.32801 -1.26431
H 0.93797 -1.82483 -2.82915
N 1.88485 -1.64225 4.09513
H 3.87510 -4.22418 -1.05297
H 5.35246 -2.77898 -1.03668
H 3.36993 -0.37779 4.81120
C -4.71612 0.77281 2.29591
H 1.70008 6.77918 2.43328
C 4.88134 -0.58024 0.46098
*
```

Löwdin population analysis, charges in e, atoms 1 to 2: F 0.106; C -0.249

(3)
C35H35N6O3SV as an isolated structure at a distorted geometry, computed with ωB97M-V/def2-TZVPD.

Computed properties:
electronic energy: -88446.6285 eV
⟨S²⟩: 0.780
ΔE to the lowest compared entry with this formula, charge and spin: 26.11 kcal/mol
highest occupied orbital energy (spin up / spin down): -14.68 / -14.60 eV

```
! RIJCOSX wB97M-V def2-TZVPD def2/J DEFGRID3
* xyz 3 2
H 3.48343 3.61580 -2.24640
H -5.98267 -4.85500 5.77740
C -2.42357 1.03300 -3.27470
H 2.24263 -2.02410 -5.00680
C -1.50687 -1.20800 1.93410
C 0.92573 2.51760 2.28380
H -4.67027 -1.40710 -3.67820
C 0.54883 -0.83280 0.73360
H 1.77483 -0.31440 -4.87370
C 1.49703 3.07900 1.14880
V 1.17533 1.35230 -1.00780
C 0.50893 4.38290 -3.84840
O 2.43663 0.50290 -1.40500
C -2.91617 -5.16200 4.36600
H 4.83093 1.14460 -0.22170
C -1.03117 0.82470 0.74890
H 3.47963 -0.76660 -4.93460
C 1.04173 4.41190 0.63380
H 1.52933 -1.16550 0.40930
C 3.47143 -2.30850 -2.58380
H -2.25317 2.93580 -4.20830
C 3.24573 1.34000 1.22580
H -0.21637 4.84800 -4.49120
N -1.89117 -3.31760 3.03380
H -4.12637 -1.02210 3.08530
C -2.86007 -3.88810 3.75600
H 3.25273 3.01100 -0.10280
H -2.09527 -5.85220 4.26190
C -1.54827 0.41360 -2.35080
H 1.18413 5.16400 1.41150
C 2.48323 3.74180 -2.62670
N 1.47713 2.96920 -2.30470
H 1.62863 4.72810 -0.22600
H 3.39613 -2.45930 -1.50980
O 4.03193 0.73560 -2.88280
H 0.09293 3.01310 2.76500
C 1.46233 1.36990 2.87500
C -1.88477 0.08610 1.53990
C -2.96727 -1.48590 -2.37420
C 0.34773 3.31030 -3.00650
H -3.20527 -2.48100 -2.03680
H 3.09523 -0.01960 2.86810
C -5.11267 -4.56650 5.20430
C -3.81187 -0.87230 -3.30500
C 2.62143 2.43310 0.56610
C 2.62683 0.80340 2.34460
H 1.37163 1.19040 4.98190
C -2.32397 -2.10180 2.70020
C -4.04807 -5.47410 5.08080
C 4.60343 0.88200 0.80950
N -0.49727 1.27620 -2.11420
S 2.11993 4.95290 -3.77590
C -0.71477 2.35220 -2.87660
H 0.11703 -2.61610 1.84230
H -2.82947 0.51440 1.83640
N -1.86417 2.25750 -3.56770
C 2.53363 -1.18130 -3.04610
C -3.95807 -2.97410 3.88630
C -3.55717 0.40260 -3.76640
C 2.50293 -1.06390 -4.56490
H -1.32097 1.83130 0.45400
H -5.88877 -2.59520 4.76900
H 0.94313 -0.28470 4.13150
H 0.72783 -1.90650 -3.06380
C -5.07917 -3.29460 4.62490
N 0.15303 0.37930 0.30560
C -0.22877 -1.64040 1.53130
H -4.13107 -6.43810 5.55920
H -1.17377 -1.38980 -1.20990
H 4.73263 -0.18850 0.95530
N -3.56977 -1.85410 3.19800
H -0.19897 1.07580 4.19620
H 4.49753 -2.05640 -2.83780
H -4.19187 0.88700 -4.48920
C -1.82897 -0.87270 -1.89240
H 5.34533 1.37830 1.44010
H -0.01967 4.41650 0.37610
C 0.84863 0.79900 4.10610
C 3.10613 0.10900 -2.45600
O 1.22403 -1.29520 -2.50230
H 3.20883 -3.23580 -3.08800
*
```

Löwdin population analysis, charges in e, atoms 1 to 2: H 0.108; H 0.120

(4)
A 2-piece molecular cluster, C3H5N2O2 overall at a distorted geometry, computed with ωB97M-V/def2-TZVPD.

Computed properties:
electronic energy: -10252.2396 eV
ΔE to the lowest compared entry with this formula, charge and spin: 171.50 kcal/mol
highest occupied orbital energy (spin up / spin down): -14.65 / -14.35 eV

```
! RIJCOSX wB97M-V def2-TZVPD def2/J DEFGRID3
* xyz 1 1
N 0.95130 -1.80774 1.12656
O 1.75286 -1.02264 0.81770
O -0.20848 -2.11959 1.03371
C -1.24202 -0.01457 -0.15695
H -1.01432 1.95394 0.58313
H 1.41143 1.95435 -0.13439
H 1.28273 0.22451 -0.41888
C 0.66365 1.25362 -0.53175
H -1.99377 -1.75930 -0.76283
N -1.47093 -1.18179 -0.09037
C -0.55724 1.09515 0.11280
H 0.42477 1.42407 -1.57873
*
```

natural (NBO) population analysis, charges in e, atoms 1 to 2: N 0.606; O -0.176